Record 1
9 unconnected molecules or ions with the total composition C16H52BO8, computed with wB97M-V/def2-TZVPD.

XYZ file:
```
77
Properties=species:S:1:pos:R:3:forces:R:3
B 1.032 0.248 -0.344 0.142 -0.008 -0.190
H 1.290 -0.052 0.799 -0.119 -0.108 0.276
H 0.032 -0.342 -0.687 -0.194 -0.134 0.023
H 0.848 1.438 -0.403 -0.075 0.205 -0.087
H 1.945 -0.096 -1.051 0.129 -0.084 -0.168
C -4.006 -1.853 -2.504 -0.288 0.328 0.604
C -2.840 -1.570 -1.579 -0.137 -0.193 0.443
O -1.670 -1.291 -2.329 -0.104 -0.194 -0.439
H -4.855 -2.043 -1.839 -0.073 -0.111 -0.178
H -3.837 -2.745 -3.103 0.075 0.083 -0.158
H -4.280 -0.993 -3.116 0.191 -0.078 -0.200
H -2.748 -2.450 -0.927 0.480 0.028 -0.090
H -3.061 -0.747 -0.890 -0.083 0.104 -0.168
H -0.926 -1.033 -1.764 -0.109 0.000 0.216
C 0.900 -4.032 -1.269 0.243 -0.278 0.350
C 2.149 -3.240 -0.905 -0.272 0.363 -0.016
O 2.015 -2.589 0.345 0.049 -0.387 0.130
H 0.740 -4.809 -0.515 -0.030 0.067 0.007
H 1.027 -4.545 -2.225 -0.135 0.173 -0.113
H 0.017 -3.393 -1.273 0.000 0.015 -0.223
H 2.355 -2.476 -1.664 0.084 -0.200 -0.141
H 3.005 -3.915 -0.836 0.053 0.057 -0.019
H 1.614 -1.720 0.193 0.131 -0.018 0.091
C -0.564 2.031 -5.042 0.652 0.225 -0.202
C -1.330 1.826 -3.757 -0.018 -0.278 -0.222
O -2.409 0.905 -3.927 0.099 0.381 0.162
H 0.289 2.689 -4.843 -0.122 0.050 0.004
H -1.155 2.476 -5.845 -0.184 -0.039 0.113
H -0.122 1.107 -5.420 -0.216 -0.131 0.104
H -1.713 2.790 -3.407 -0.081 -0.038 0.070
H -0.637 1.441 -3.003 -0.010 0.118 0.083
H -2.204 0.164 -3.337 -0.038 -0.277 -0.154
C -1.571 1.409 5.872 0.664 -0.559 0.347
C -1.805 0.973 4.441 0.264 0.024 0.148
O -0.541 0.662 3.885 0.185 -0.040 0.105
H -2.487 1.624 6.420 -0.054 0.342 -0.175
H -0.847 2.227 5.882 -0.372 0.295 0.051
H -1.066 0.618 6.441 -0.125 -0.125 -0.211
H -2.254 1.812 3.897 -0.212 -0.193 -0.111
H -2.443 0.084 4.405 -0.239 0.171 -0.101
H -0.641 0.565 2.930 -0.072 0.165 -0.028
C -3.693 1.804 0.815 -0.456 -0.075 -0.045
C -2.258 1.960 0.370 0.099 -0.426 0.311
O -1.465 1.003 1.092 -0.219 0.079 -0.165
H -3.752 1.900 1.900 -0.051 0.047 -0.019
H -4.120 0.836 0.544 0.262 -0.101 0.045
H -4.355 2.542 0.355 0.196 0.182 0.058
H -1.899 2.961 0.618 0.048 0.058 -0.214
H -2.138 1.759 -0.697 -0.061 0.229 -0.058
H -0.716 0.758 0.517 0.078 0.080 0.159
C 4.571 1.323 -2.067 -0.110 -0.066 -0.145
C 3.655 2.454 -2.520 0.516 0.107 0.174
O 2.331 2.024 -2.727 -0.038 0.027 -0.117
H 4.505 0.485 -2.765 0.005 -0.011 0.033
H 4.265 0.982 -1.077 0.037 -0.034 -0.025
H 5.615 1.639 -2.009 -0.034 0.101 -0.001
H 3.998 2.887 -3.464 -0.002 -0.094 -0.045
H 3.724 3.256 -1.771 -0.237 -0.017 -0.006
H 2.090 1.426 -2.002 -0.115 0.113 -0.003
C 4.999 1.384 2.686 0.275 -0.012 -0.316
C 3.517 1.167 2.470 -0.108 0.130 0.204
O 3.117 1.828 1.286 0.210 0.061 -0.057
H 5.570 1.039 1.820 -0.083 -0.145 0.048
H 5.356 0.855 3.572 -0.022 0.051 0.045
H 5.227 2.447 2.781 -0.109 0.004 0.149
H 2.974 1.578 3.333 -0.074 -0.054 -0.064
H 3.270 0.102 2.421 0.097 -0.022 -0.048
H 2.445 1.288 0.843 -0.055 0.157 0.124
C -1.660 -3.766 1.796 -0.072 -0.520 0.249
C -1.248 -2.310 1.784 -0.271 0.120 -0.265
O -2.411 -1.494 1.879 -0.154 -0.181 0.268
H -0.885 -4.394 1.351 0.015 0.067 -0.002
H -2.599 -3.952 1.271 0.093 0.246 -0.226
H -1.823 -4.137 2.813 0.042 0.147 0.019
H -0.726 -2.064 0.854 0.126 -0.121 0.046
H -0.561 -2.131 2.618 0.037 0.163 -0.067
H -2.175 -0.593 1.602 0.056 -0.009 0.020
```
Positions in Å, forces in eV/Å.

Computed properties:
E_LUMO, eV: 2.98
Orbital gap, eV: 10.05
Multiplicity: 1
Electronic energy, Eh: -1267.5564
Maximum force, Eh/bohr: 0.01818
Net charge: -1

=====

Record 2
A molecular structure, C16H52FeO19, computed with wB97M-V/def2-TZVPD.

XYZ file:
```
88
Properties=species:S:1:pos:R:3:forces:R:3
Fe 0.998 -4.324 -0.331 -0.866 1.357 0.927
C 0.436 -0.656 -2.031 -0.025 -1.567 0.558
C 0.568 -1.760 -1.220 -1.008 1.622 0.174
C 0.795 -1.577 0.278 0.280 1.195 -0.320
O 1.035 -2.638 0.923 0.225 -0.841 -0.108
C 0.777 -0.292 0.819 -0.370 -2.504 -0.299
C 0.542 0.816 0.011 0.100 1.681 1.535
C 0.327 0.643 -1.498 1.602 0.306 -1.412
O 0.324 1.580 -2.317 -0.596 0.431 1.486
O 0.594 1.942 0.562 -0.281 -0.006 -1.373
O 0.364 -2.964 -1.610 1.188 -1.597 -0.157
H 0.420 -0.755 -3.106 -0.390 -0.095 -0.055
H 0.888 -0.218 1.892 0.217 0.377 0.019
C 5.680 2.384 0.993 -0.071 0.279 0.124
C 4.334 1.713 1.214 0.702 -0.496 0.838
O 3.518 2.489 2.090 -0.173 -0.359 -0.628
H 6.301 1.758 0.352 0.004 0.124 -0.129
H 6.206 2.498 1.944 -0.131 -0.242 0.090
H 5.616 3.403 0.611 -0.247 -0.157 -0.367
H 4.572 0.760 1.718 -0.171 -0.013 -0.070
H 3.790 1.422 0.310 0.157 0.457 -0.227
H 2.627 2.233 1.825 -0.196 0.334 0.321
C 1.893 -0.469 4.670 0.263 0.514 -0.714
C 0.659 0.300 5.135 -0.278 0.325 -0.618
O 0.966 1.600 5.591 0.348 -0.142 0.622
H 1.688 -1.346 4.047 -0.333 -0.353 0.614
H 2.481 -0.681 5.561 0.151 -0.365 -0.183
H 2.529 0.106 3.986 -0.121 0.442 0.309
H 0.213 -0.291 5.939 -0.119 0.338 0.177
H -0.125 0.453 4.379 0.164 -0.639 -0.255
H 0.978 2.201 4.826 -0.084 -0.202 0.091
C -2.819 -2.516 -1.775 -0.142 0.257 -0.065
C -2.827 -3.856 -2.478 0.154 -0.286 0.318
O -3.719 -3.812 -3.580 -0.091 0.161 -0.029
H -2.417 -1.713 -2.395 0.200 -0.179 -0.080
H -2.218 -2.581 -0.867 0.023 0.051 -0.020
H -3.829 -2.201 -1.504 -0.059 -0.221 0.063
H -3.144 -4.630 -1.762 -0.125 0.052 -0.030
H -1.818 -4.141 -2.801 -0.008 0.226 -0.084
H -3.871 -4.706 -3.897 0.064 0.026 -0.063
C -3.532 -3.876 3.152 0.575 0.153 0.068
C -3.071 -2.534 2.619 0.138 0.165 -0.713
O -1.633 -2.503 2.552 0.073 -0.475 0.149
H -2.899 -4.675 2.756 -0.109 -0.030 -0.069
H -4.564 -4.074 2.878 -0.066 0.027 0.089
H -3.411 -3.889 4.235 -0.144 -0.141 0.012
H -3.457 -1.734 3.250 0.114 0.115 -0.089
H -3.393 -2.376 1.584 -0.496 0.023 0.189
H -1.326 -1.600 2.396 -0.128 0.066 0.023
C -2.398 5.861 -0.197 -0.019 -0.340 -0.351
C -1.141 5.244 -0.774 0.196 -0.112 0.148
O -1.404 3.859 -0.972 -0.171 -0.263 -0.024
H -3.235 5.830 -0.897 0.089 0.089 -0.097
H -2.214 6.890 0.109 -0.106 -0.042 0.123
H -2.680 5.225 0.644 -0.046 0.322 0.229
H -0.346 5.387 -0.031 0.119 -0.117 -0.212
H -0.810 5.683 -1.721 -0.111 0.200 0.136
H -0.585 3.379 -1.153 0.064 0.165 0.022
O -0.822 -4.562 0.686 -0.498 -0.315 0.091
H -1.137 -3.762 1.169 0.315 0.139 0.296
H -1.523 -5.220 0.762 0.138 0.034 -0.163
O -1.856 1.265 2.342 0.074 0.017 -0.047
H -0.954 1.439 2.026 -0.167 -0.057 -0.123
H -2.421 1.763 1.738 0.094 -0.055 -0.022
O 1.703 3.494 -4.081 -0.044 -0.134 0.068
H 1.337 2.814 -3.494 -0.009 0.253 -0.186
H 0.975 3.727 -4.664 0.030 -0.054 0.009
O 2.381 3.941 -1.035 0.020 -0.188 0.105
H 2.906 3.580 -1.760 -0.141 0.140 -0.055
H 1.823 3.210 -0.735 0.025 0.092 0.044
O 3.008 0.283 -3.856 -0.060 -0.166 0.104
H 2.756 -0.282 -4.595 0.007 0.096 0.018
H 2.175 0.503 -3.421 0.119 0.082 -0.165
O -1.540 -1.092 -5.000 -0.018 0.623 0.106
H -1.367 -0.121 -4.969 -0.243 -0.627 -0.114
H -2.481 -1.169 -4.807 0.022 -0.039 -0.030
O -1.432 1.708 -4.660 -0.045 0.247 0.339
H -1.236 1.863 -3.720 0.185 -0.051 -0.214
H -2.042 2.411 -4.905 0.000 -0.115 -0.054
O 0.280 -3.256 -4.875 -0.034 -0.397 -0.170
H 0.465 -2.742 -4.087 -0.106 0.026 0.154
H -0.566 -2.902 -5.187 0.267 0.232 0.095
O 1.839 -5.365 1.376 0.465 -0.408 -0.378
H 2.744 -5.704 1.430 -0.118 0.073 -0.028
H 1.543 -5.254 2.290 -0.226 0.304 -0.248
O 0.278 3.099 3.365 -0.008 0.104 -0.240
H 0.605 3.107 2.454 -0.019 0.035 0.074
H -0.673 2.952 3.283 0.046 0.013 0.124
```
Positions in Å, forces in eV/Å.

Computed properties:
E_LUMO (spin up / spin down), eV: -1.95 / -2.26
Orbital gap (spin up / spin down), eV: 6.91 / 6.59
Multiplicity: 5
Electronic energy, Eh: -3334.0579
Maximum force, Eh/bohr: 0.04957
Expectation value of S²: 6.009
Net charge: 0

=====

- Look up the net charge of the first one.
  -1

=====

- Which formula does entry 1 have?
  C16H52BO8